1.
# C6H13O3V

A structure of composition C6H13O3V at a distorted geometry (ωB97M-V with the def2-TZVPD basis set, the Open Molecules 2025 dataset).

Its LUMO energy (alpha / beta) is -8.77 / -12.32 eV. The highest occupied orbital energy (alpha / beta) is -15.40 / -15.40 eV. Its net charge is +2. As for the multiplicity: 5. As for the calculated total energy: -38240.5000 eV.

Each line ends with the Löwdin spin population.
Element x y z (Å)
C: -4.8717 -0.8492 -0.5534  0.45
C: -3.9051 -0.3999 0.3535  0.36
C: -2.4793 -0.3691 0.0614  0.07
C: -1.8791 1.0708 0.3017  0.05
O: -0.4875 1.0674 0.1547  0.08
V: 0.9539 0.4657 1.1667  2.86
H: -4.6387 -0.9149 -1.6186  0.02
H: -4.2407 -0.0726 1.3434  0.01
H: -5.8594 -1.1553 -0.2042  0.02
H: -2.2446 -0.7042 -0.9547  0.00
H: -1.9891 -1.0256 0.8064  0.03
H: -2.1079 1.3861 1.3261  0.00
H: -2.2845 1.7573 -0.4499  0.00
O: 2.0130 0.4505 -0.2064  0.02
C: 3.3492 0.4327 -0.5785  0.01
C: 4.1633 -0.5214 0.2838  0.00
O: 5.5023 -0.4979 -0.1693  0.00
H: -0.1027 1.1320 -0.8510  0.01
H: 3.7984 1.4413 -0.5075  0.00
H: 3.4402 0.1156 -1.6345  0.00
H: 3.7328 -1.5352 0.2077  0.00
H: 4.0973 -0.2036 1.3401  0.00
H: 6.0399 -1.0703 0.3826  0.00

Forces on atoms 1 to 2 (eV/Å):
-0.191 -0.129 -0.156
-0.185 0.007 0.279

=====

2.
# C6H13O4Y

A structure of composition C6H13O4Y at a distorted geometry (ωB97M-V with the def2-TZVPD basis set, the Open Molecules 2025 dataset).

Its LUMO energy (alpha / beta) is -4.70 / -4.70 eV. The highest occupied orbital energy (alpha / beta) is -11.21 / -13.33 eV. Its net charge is +1. As for the multiplicity: 2. As for the calculated total energy: -15652.5658 eV.

Each line ends with the Löwdin spin population.
Element x y z (Å)
C: -0.0056 -3.5081 0.2331  0.01
O: -0.8866 -2.4107 0.0704  0.20
C: -1.1761 -1.5412 1.1262  0.60
H: 0.1652 -3.5763 1.3185  0.01
H: -0.2511 -4.1000 -0.6583  0.00
H: 1.0619 -3.7285 0.0646  0.01
H: -2.0496 -0.9745 0.7943  0.03
H: -0.1343 -1.5508 1.4414  0.03
H: -0.7531 0.0554 1.4283  -0.02
O: 2.1871 0.2617 0.7712  0.00
C: 1.5395 1.1679 1.6029  0.01
C: 0.1092 1.4187 1.1360  0.10
O: 0.2569 1.6767 -0.2343  0.01
C: -0.8612 1.8567 -1.0990  0.00
C: -0.3547 1.5526 -2.5092  0.00
O: 0.3788 0.3737 -2.5454  0.00
Y: 1.5483 -0.0679 -1.0386  0.00
H: 2.0853 2.1386 1.6077  0.00
H: 1.4725 0.8100 2.6504  0.00
H: -0.4465 2.2096 1.6562  0.00
H: -1.2542 2.8794 -0.9990  0.00
H: -1.6310 1.1274 -0.7993  0.00
H: 0.2450 2.4210 -2.8530  0.00
H: -1.2457 1.5087 -3.1652  0.00

Forces on atoms 1 to 2 (eV/Å):
0.455 -0.379 0.439
-0.320 0.915 -2.164

=====

3.
# C6H13PS

The molecule C6H13PS at a distorted geometry (ωB97M-V with the def2-TZVPD basis set, the Open Molecules 2025 dataset).

Its LUMO energy is 0.84 eV. The highest occupied orbital energy is -8.78 eV. The SMILES is C[C@]1(S)CCCCP1. The relative energy (zero: lowest compared OMol25 entry of this formula, charge and spin) is 0.2968 eV. As for the calculated total energy: -26555.4054 eV.

Each line ends with the Mulliken charge.
Element x y z (Å)
C: -2.1298 -0.3574 -1.1564  -1.86
C: -0.7316 -0.0298 -0.8015  0.62
S: 0.2684 0.3533 -2.3342  -0.16
C: 0.0985 -1.2133 -0.1977  -0.87
C: 1.4063 -0.7900 0.2861  -0.33
C: 1.4114 0.3633 1.2920  -0.66
C: 0.8819 1.7425 0.6601  -0.66
P: -0.8746 1.5585 0.1662  -0.03
H: -2.7662 0.4077 -1.4788  0.44
H: -2.5531 -0.7150 -0.1789  0.39
H: -2.0775 -1.1353 -1.8734  0.43
H: 0.0779 1.6421 -2.1200  0.15
H: 0.0271 -1.9030 -1.0248  0.42
H: -0.3979 -1.6861 0.7704  0.26
H: 2.0308 -0.5881 -0.6681  0.29
H: 1.9676 -1.5958 0.9398  0.24
H: 0.7394 0.0508 2.1249  0.31
H: 2.4476 0.6333 1.8482  0.31
H: 0.9414 2.5227 1.4280  0.41
H: 1.5666 2.0157 -0.2115  0.31
H: -1.5016 0.9137 1.2396  0.02

Forces on atoms 1 to 2 (eV/Å):
0.002 -1.997 2.208
1.560 1.028 0.064

=====

4.
# C6H13PS2

A cluster of 2 separate species, C6H13PS2 in total at a distorted geometry (ωB97M-V with the def2-TZVPD basis set, the Open Molecules 2025 dataset).

Its LUMO energy (alpha / beta) is -1.27 / 0.44 eV. The highest occupied orbital energy (alpha / beta) is -7.32 / -8.06 eV. The relative energy (zero: lowest compared OMol25 entry of this formula, charge and spin) is 1.7169 eV. As for the calculated total energy: -37389.0931 eV.

Each line ends with the Mulliken charge.
Element x y z (Å)
C: -0.9943 -1.9293 0.4842  -0.40
C: 0.1415 -2.3315 -0.4369  -0.89
C: -1.6895 -0.7148 -0.1852  -0.76
C: 1.2232 -1.2018 -0.4878  -0.49
C: -0.7185 0.4816 -0.0233  -0.28
C: 0.5279 0.1102 -0.7785  -0.50
P: 1.9454 3.4088 0.0225  0.14
S: 0.1086 4.1519 -0.7604  -0.29
S: 1.1357 2.7630 1.8221  -0.24
H: -1.7269 -2.7841 0.7255  0.31
H: -0.3764 -1.4907 1.3112  0.21
H: 0.7600 -3.1333 -0.1593  0.37
H: -0.2838 -2.6041 -1.3725  0.43
H: -1.9943 -0.7145 -1.2199  0.45
H: -2.5525 -0.4919 0.4474  0.32
H: 1.5819 -1.2141 0.5557  0.20
H: 1.9743 -1.5012 -1.2823  0.34
H: -1.1074 1.4519 -0.4570  0.08
H: -0.5838 0.4912 1.0850  0.20
H: 0.8747 0.5771 -1.6480  0.47
H: 0.0328 5.1564 0.2298  0.17
H: 1.7214 1.5192 2.1275  0.16

Forces on atoms 1 to 2 (eV/Å):
0.276 -0.198 -0.735
0.348 0.584 -0.162

=====

5.
# C6H14

A cluster of 2 separate species, C6H14 in total at a distorted geometry (ωB97M-V with the def2-TZVPD basis set, the Open Molecules 2025 dataset).

Its LUMO energy is -1.14 eV. The highest occupied orbital energy is -6.80 eV. The relative energy (zero: lowest compared OMol25 entry of this formula, charge and spin) is 6.6170 eV. As for the calculated total energy: -6442.7918 eV.

Each line ends with the Mulliken charge.
Element x y z (Å)
C: 1.9836 0.4454 0.6471  -0.69
C: 1.4471 -0.3236 -0.5753  -0.41
C: 0.1966 0.2120 -0.9883  -0.44
C: -1.0613 -0.5803 -1.0158  -0.71
C: -2.2559 0.0806 -0.2286  -0.61
C: -1.8568 0.3101 1.2616  -0.46
H: 1.3408 0.3592 1.5260  0.30
H: 3.1144 -0.0702 0.7613  -0.71
H: 2.2461 1.4698 0.4013  0.37
H: 2.2234 -0.2630 -1.3558  0.40
H: 1.3353 -1.3727 -0.2781  0.25
H: 0.3066 0.8800 -1.8400  0.35
H: 4.0901 -0.0406 0.6652  0.49
H: -0.9622 -1.5826 -0.5909  0.35
H: -1.3747 -0.6852 -2.0573  0.36
H: -2.5754 0.9393 -0.8138  0.37
H: -3.0005 -0.7175 -0.2062  0.30
H: -1.9954 -0.6365 1.7831  0.30
H: -2.4132 1.0975 1.7573  0.31
H: -0.7886 0.4785 1.1471  -0.14

Forces on atoms 1 to 2 (eV/Å):
-2.717 1.187 -0.789
0.992 -1.718 -0.291

=====

6.
# C6H14

The molecule C6H14 (ωB97M-V with the def2-TZVPD basis set, the Open Molecules 2025 dataset).

Its LUMO energy is 1.23 eV. The highest occupied orbital energy is -10.93 eV. The SMILES is CCCC(C)C. The relative energy (zero: lowest compared OMol25 entry of this formula, charge and spin) is 0.1090 eV. As for the calculated total energy: -6449.2999 eV.

Each line ends with the Mulliken charge.
Element x y z (Å)
C: 2.8183 0.3019 -0.1536  -1.20
C: 1.4501 -0.3698 -0.3456  -0.30
C: 0.3054 0.4013 0.3141  -0.90
C: -1.0436 -0.3289 0.3359  0.84
C: -2.0888 0.5448 1.0310  -1.53
C: -1.5257 -0.7290 -1.0608  -1.47
H: 2.7082 1.3682 0.0741  0.33
H: 3.4304 0.2249 -1.0576  0.35
H: 3.3895 -0.1411 0.6683  0.29
H: 1.2398 -0.4635 -1.4178  0.24
H: 1.4694 -1.3958 0.0477  0.32
H: 0.1789 1.3642 -0.2062  0.33
H: 0.5765 0.6523 1.3505  0.33
H: -0.9135 -1.2497 0.9253  0.19
H: -3.0532 0.0317 1.1234  0.40
H: -1.7588 0.8314 2.0364  0.37
H: -2.2519 1.4678 0.4588  0.33
H: -2.5068 -1.2168 -1.0104  0.42
H: -1.6238 0.1557 -1.7047  0.31
H: -0.8367 -1.4258 -1.5500  0.35

Forces on atoms 1 to 2 (eV/Å):
0.077 0.050 -0.021
-0.087 -0.045 -0.072

=====

7.
# C6H14

The molecule C6H14 at a distorted geometry (ωB97M-V with the def2-TZVPD basis set, the Open Molecules 2025 dataset).

Its LUMO energy is 1.15 eV. The highest occupied orbital energy is -10.65 eV. The SMILES is CC(C)C(C)C. The relative energy (zero: lowest compared OMol25 entry of this formula, charge and spin) is 0.3516 eV. As for the calculated total energy: -6449.0573 eV.

Each line ends with the Mulliken charge.
Element x y z (Å)
C: -1.8375 0.9355 0.0463  -1.46
C: -0.7374 -0.1039 0.3013  0.70
C: -0.9470 -1.3605 -0.5378  -1.65
C: 0.6828 0.4709 0.3099  0.58
C: 1.5929 -0.4192 1.1508  -1.54
C: 1.2584 0.6964 -1.0845  -1.54
H: -1.5163 1.9824 0.1254  0.37
H: -2.4235 0.8149 -0.8743  0.31
H: -2.4664 0.7078 0.8966  0.38
H: -0.9174 -0.4337 1.3414  0.21
H: -0.6951 -1.2273 -1.5963  0.34
H: -2.0012 -1.6596 -0.4867  0.44
H: -0.3476 -2.1795 -0.1299  0.37
H: 0.6130 1.4484 0.8124  0.30
H: 1.7182 -1.4018 0.6800  0.30
H: 1.1638 -0.5782 2.1482  0.37
H: 2.5829 0.0302 1.2696  0.42
H: 0.6051 1.3303 -1.6964  0.33
H: 2.2405 1.1778 -1.0228  0.44
H: 1.3893 -0.2588 -1.6062  0.32

Forces on atoms 1 to 2 (eV/Å):
-0.136 -0.040 0.230
-0.005 -0.106 0.221

=====

8.
# C6H14

The molecule C6H14 at a distorted geometry (ωB97M-V with the def2-TZVPD basis set, the Open Molecules 2025 dataset).

Its LUMO energy is 1.12 eV. The highest occupied orbital energy is -9.35 eV. The SMILES is CC(C)C(C)C. The relative energy (zero: lowest compared OMol25 entry of this formula, charge and spin) is 2.0220 eV. As for the calculated total energy: -6447.3868 eV.

Each line ends with the Mulliken charge.
Element x y z (Å)
C: 1.6299 -0.5194 -1.1261  -1.22
C: 0.7711 0.0121 0.0310  0.58
C: 0.8821 1.5065 0.1784  -1.66
C: -0.5972 -0.6378 0.0973  0.60
C: -1.1244 -0.5640 1.5220  -1.56
C: -1.5803 -0.0353 -0.9018  -1.54
H: 1.2809 -1.3880 -1.6950  0.32
H: 2.2334 0.1792 -1.7215  0.30
H: 2.1083 -0.8235 -0.1658  0.38
H: 1.3477 -0.3931 1.0560  0.12
H: 0.3384 2.0574 -0.5951  0.33
H: 1.9384 1.8024 0.1193  0.44
H: 0.5055 1.7649 1.1675  0.39
H: -0.4529 -1.7004 -0.1630  0.31
H: -1.3007 0.4778 1.8160  0.31
H: -0.4036 -0.9957 2.2274  0.38
H: -2.0674 -1.1059 1.6057  0.43
H: -1.1891 -0.0686 -1.9254  0.33
H: -2.5298 -0.5797 -0.8768  0.44
H: -1.7904 1.0109 -0.6500  0.33

Forces on atoms 1 to 2 (eV/Å):
1.040 -0.614 1.370
0.060 -0.129 2.046

=====

9.
# C6H14AlNO3PS

A structure of composition C6H14AlNO3PS (ωB97M-V with the def2-TZVPD basis set, the Open Molecules 2025 dataset).

Its LUMO energy is 3.14 eV. The highest occupied orbital energy is -5.46 eV. Its net charge is -1. As for the calculated total energy: -40806.1025 eV.

Each line ends with the Mulliken charge.
Element x y z (Å)
C: -0.7031 2.3548 -0.1217  -0.85
N: -1.7533 1.5145 0.4302  0.09
C: -2.9759 1.5520 -0.3661  -0.99
C: -1.3774 0.1596 0.7440  0.02
O: -1.6974 -0.2935 1.8044  -0.53
C: -0.6580 -0.6486 -0.3103  -0.76
C: 0.8261 -0.3793 -0.6862  0.50
O: 1.0873 -1.0827 -1.8642  -0.76
Al: 1.7156 -2.7268 -1.4735  0.62
O: 1.8169 -2.3226 0.3005  -0.70
C: 1.8691 -0.9348 0.3217  0.02
P: 1.8218 -0.3373 2.0498  0.17
S: 2.4553 1.4936 2.3634  -0.49
H: -0.5029 2.1633 -1.1920  0.33
H: 0.2283 2.2233 0.4394  0.16
H: -1.0109 3.4022 -0.0173  0.33
H: -3.6053 0.6907 -0.1212  0.36
H: -2.7627 1.5265 -1.4492  0.34
H: -3.5527 2.4583 -0.1472  0.32
H: -1.2105 -0.5085 -1.2491  0.36
H: -0.7255 -1.7027 -0.0199  0.24
H: 0.9941 0.6995 -0.8149  0.47
H: 3.1985 -3.0013 -2.0372  -0.35
H: 0.6189 -3.8645 -1.7985  -0.35
H: 2.8318 -0.5153 -0.0382  0.36
H: 2.5373 -1.3431 2.7155  0.05
H: 0.5344 -0.5773 2.5378  0.04

Forces on atoms 1 to 2 (eV/Å):
0.038 0.127 -0.111
-0.159 0.027 -0.131

=====

10.
# C6H14AlO2

A structure of composition C6H14AlO2 at a distorted geometry (ωB97M-V with the def2-TZVPD basis set, the Open Molecules 2025 dataset).

Its LUMO energy is 3.67 eV. The highest occupied orbital energy is -4.65 eV. The relative energy (zero: lowest compared OMol25 entry of this formula, charge and spin) is 0.6438 eV. Its net charge is -1. As for the calculated total energy: -17143.7126 eV.

Each line ends with the Mulliken charge.
Element x y z (Å)
C: -1.4907 -2.6003 1.0694  -1.26
C: -0.4813 -1.4670 0.7503  -0.08
C: -0.7540 -0.1699 1.5271  -0.68
C: -0.6345 1.1150 0.6829  -0.89
C: 0.4006 1.0510 -0.4142  0.67
C: 1.2277 2.3003 -0.6887  -0.56
O: 2.1412 1.9599 -1.7196  -0.55
Al: 1.5285 0.4276 -2.5128  0.51
O: -0.1060 0.6209 -1.6640  -0.75
H: -2.0071 -2.4075 2.0039  0.34
H: -2.2007 -2.6935 0.2545  0.30
H: -0.9501 -3.5399 1.1246  0.32
H: 0.5012 -1.8301 1.0339  0.29
H: -0.4783 -1.3069 -0.3209  0.18
H: -0.0702 -0.1100 2.3690  0.27
H: -1.7706 -0.2132 1.9136  0.41
H: -1.6063 1.3597 0.2598  0.38
H: -0.3531 1.9357 1.3467  0.23
H: 1.1816 0.3074 -0.1633  -0.01
H: 1.7481 2.5977 0.2301  0.29
H: 0.6477 3.1312 -1.1034  0.21
H: 2.1242 -0.9355 -1.8727  -0.25
H: 1.4023 0.4673 -4.1062  -0.35

Forces on atoms 1 to 2 (eV/Å):
0.674 0.430 -0.401
-0.365 -0.533 0.513

=====

11.
# C6H14BF5N2O6S

A cluster of 2 separate species, C6H14BF5N2O6S in total at a distorted geometry (ωB97M-V with the def2-TZVPD basis set, the Open Molecules 2025 dataset).

Its LUMO energy is -0.71 eV. The highest occupied orbital energy is -8.97 eV. As for the calculated total energy: -46805.8271 eV.

Each line ends with the Mulliken charge.
Element x y z (Å)
O: -1.7720 -0.1438 1.7896  -0.36
N: -1.0833 0.7164 1.2605  0.16
O: 0.2023 0.3308 1.1361  0.08
B: 0.9604 0.8265 2.3383  0.16
O: 2.2194 0.0217 2.5117  -0.59
S: 1.3179 2.6681 2.2624  0.91
O: 0.2671 3.4747 1.4037  -0.67
O: 2.6706 2.8141 1.4616  -0.67
C: 1.6089 3.4943 3.9172  0.47
F: 1.8949 4.9461 3.6118  -0.25
F: 2.7890 2.8667 4.5585  -0.24
C: 0.3233 3.4976 4.9339  0.58
F: -0.2845 2.1715 5.1877  -0.20
F: 0.8555 3.9662 6.2685  -0.26
F: -0.7270 4.5065 4.5689  -0.21
H: 0.2765 0.5455 3.2677  -0.22
H: 2.1460 -0.4255 3.4228  0.31
C: 0.8048 -2.3742 -3.1002  -1.43
C: -0.4078 -2.7070 -2.2444  0.09
C: -1.7131 -2.8297 -3.0404  -0.60
O: -2.1838 -1.5330 -3.4285  -0.42
C: -1.7346 -1.1089 -4.7152  -0.64
N: -0.5968 -1.5958 -1.2552  -0.23
H: 0.8034 -1.3366 -3.4435  0.37
H: 1.7268 -2.5200 -2.5264  0.43
H: 0.8558 -3.0291 -3.9784  0.36
H: -0.2193 -3.6218 -1.6710  0.35
H: -2.4846 -3.2435 -2.3785  0.37
H: -1.6276 -3.5148 -3.8925  0.42
H: -1.5125 -1.9474 -5.3818  0.31
H: -0.8469 -0.4831 -4.5938  0.26
H: -2.5162 -0.4941 -5.1668  0.25
H: 0.2743 -1.2929 -0.8053  0.31
H: -1.2726 -1.8521 -0.5263  0.37
H: -1.0143 -0.7937 -1.7528  0.41

Forces on atoms 1 to 2 (eV/Å):
1.534 1.659 -1.486
-2.532 -1.644 0.972